Record 1
Computed, not measured: C17H31NO3 in the gas phase, with wB97M-V/def2-TZVPD.

Values from the calculation:
2S+1	1
structure (SMILES)	CCCCCCNC(=O)[C@@H](C(=O)OCC)C1CCCCC1
HOMO-LUMO gap	10.235	eV
DFT total energy	-25766.44308	eV
energy relative to the best compared isomer or geometry (same formula, charge and spin)	12.8	kcal/mol
HOMO	-9.4	eV
LUMO energy	0.84	eV

```
52
Properties=species:S:1:pos:R:3:forces:R:3
O -0.001 -0.502 -3.369 -0.1 0.0 -0.4
H 0.899 0.218 -0.451 -0.2 -0.1 -0.1
C 3.379 -0.163 -1.502 -0.2 0.1 0.1
H 2.645 -0.562 0.492 0.0 -0.1 0.1
C 1.945 1.420 2.295 0.0 0.1 -0.2
C -1.610 1.412 -0.199 -0.2 0.3 -0.3
H 2.125 0.544 -3.115 0.0 0.1 0.1
H 0.860 -4.903 1.677 0.0 -0.1 0.1
H -1.710 -1.620 -1.933 0.2 0.2 0.1
C 3.863 1.221 0.623 -0.2 0.0 0.0
C -0.713 -1.573 -0.071 0.0 0.1 0.0
H -0.777 1.861 -0.741 0.0 0.0 0.1
O 0.009 -1.086 0.773 -0.1 -0.1 0.2
H 1.943 2.178 0.288 0.0 0.1 -0.1
C 0.605 -4.244 0.852 -0.3 0.3 -0.1
C -0.008 -0.366 -2.164 -0.4 -0.2 0.4
H 1.477 0.473 2.039 -0.1 -0.1 0.0
H -5.319 0.316 0.492 -0.1 0.0 -0.1
O -1.174 -2.818 -0.009 -0.2 -0.1 -0.2
H -2.238 3.293 0.639 0.0 0.1 -0.1
H -3.835 -1.148 -0.849 0.0 -0.1 0.0
H -4.822 1.125 -0.997 -0.1 0.0 -0.1
H -0.741 -3.001 2.000 -0.1 -0.1 -0.1
H 3.240 -1.197 -1.828 0.0 0.0 -0.1
H 4.359 -0.835 0.258 -0.1 -0.1 0.0
H -2.992 2.901 -0.907 0.0 0.1 0.0
H 0.595 -4.816 -0.072 0.0 -0.1 -0.1
H -1.239 1.041 0.759 0.1 0.0 0.0
C -1.190 -0.878 -1.318 0.0 0.0 -0.4
C -3.409 -0.325 -0.272 -0.1 0.2 -0.3
C 2.658 2.038 1.098 0.2 -0.1 0.2
N 0.952 0.251 -1.461 0.5 0.2 0.3
H 1.166 2.091 2.653 -0.1 0.0 0.1
H -1.533 -4.390 1.193 0.1 0.1 0.0
C 2.210 0.670 -2.033 0.2 0.0 -0.3
H -3.085 -0.726 0.692 0.0 -0.1 0.1
C -2.671 2.483 0.050 0.1 -0.1 0.3
C -2.198 0.257 -1.008 0.1 -0.2 0.3
C -0.762 -3.623 1.099 0.3 -0.2 0.5
H 3.020 3.030 1.384 -0.1 0.0 -0.1
C 3.539 -0.152 0.022 0.2 0.1 -0.2
H 4.421 1.806 -0.113 0.1 0.0 0.0
C -3.878 1.899 0.774 -0.1 0.1 -0.3
C -4.466 0.748 -0.035 0.1 -0.1 0.3
H 1.361 -3.466 0.777 0.1 0.0 0.0
H -2.531 0.648 -1.976 0.0 -0.1 0.0
H -3.570 1.531 1.756 0.0 0.0 0.1
H 2.371 1.730 -1.817 0.0 0.0 -0.1
H 4.296 0.209 -1.963 0.1 0.0 0.0
H -4.632 2.673 0.927 0.0 0.0 0.1
H 4.521 1.079 1.484 0.1 0.1 0.0
H 2.646 1.247 3.109 0.1 0.0 0.1
```
Forces are in eV/Å.

Löwdin charges, unit e, in atom order: 0.074, 0.094, -0.177, 0.085, -0.102, -0.160, 0.121, 0.079, 0.158, -0.209, -0.448, 0.111, 0.084, 0.083, -0.055, -0.451, 0.044, 0.109, 0.016, 0.109, 0.123, 0.116, 0.123, 0.114, 0.109, 0.116, 0.081, 0.117, -0.089, -0.157, -0.261, 0.079, 0.071, 0.125, -0.169, 0.125, -0.193, -0.254, -0.205, 0.106, -0.204, 0.108, -0.207, -0.197, 0.071, 0.160, 0.115, 0.114, 0.111, 0.107, 0.106, 0.074



Record 2
Computed, not measured: a molecular structure, C17H31NO6OsS2Si2Te in a non-equilibrium geometry, with wB97M-V/def2-TZVPD.

Values from the calculation:
net charge	+2
2S+1	5
HOMO-LUMO gap (spin up / spin down)	7.970 / 5.649	eV
DFT total energy	-79075.29481	eV
energy relative to the best compared isomer or geometry (same formula, charge and spin)	17.2	kcal/mol
HOMO (spin up / spin down)	-14.5 / -14.5	eV
LUMO energy (spin up / spin down)	-6.55 / -8.86	eV

```
61
Properties=species:S:1:pos:R:3:forces:R:3
C -3.553 1.736 2.769 0.5 0.4 -0.6
H 1.074 2.370 3.011 -0.3 0.0 0.0
C -1.280 -4.014 -0.251 0.6 1.6 -0.1
C -0.991 0.745 -5.435 -0.1 -0.2 0.1
H 4.363 1.816 4.090 0.1 0.1 -0.1
H 0.742 -1.312 2.800 -0.1 -0.1 -0.1
H -1.335 -7.353 -0.667 0.0 0.0 0.1
H 3.037 -0.885 0.876 0.0 -0.1 0.1
C 1.773 1.955 2.293 0.0 -0.9 -0.5
C 3.681 -0.421 1.620 -0.5 0.3 0.4
H -2.053 2.899 -0.896 0.1 0.2 0.0
C 1.708 0.372 -4.820 -0.2 -0.4 0.3
C -2.854 2.603 -0.224 0.3 -0.1 0.8
O 1.001 -1.029 -2.976 0.1 -0.8 1.5
H -3.614 3.377 -0.261 -0.1 0.1 0.0
H -2.037 0.871 -5.665 -0.1 0.0 0.0
H -2.776 -5.400 -0.206 0.0 0.1 0.0
O -0.627 0.864 -1.619 -0.2 -0.2 -0.5
S 2.235 -0.673 -1.805 1.4 0.6 -0.9
C -0.954 0.877 1.506 0.0 0.5 -0.4
H 2.746 0.212 -4.577 0.2 0.0 0.0
H 0.119 -6.346 -0.649 0.1 0.0 0.0
H -0.671 0.541 2.498 0.1 0.0 0.1
C -0.944 -6.362 -0.872 0.1 0.0 -0.2
H 4.212 0.273 4.921 0.2 -0.1 0.2
H -1.436 0.059 0.971 -0.3 -0.1 0.1
O -2.487 -0.503 -1.273 -0.2 -1.1 0.5
O -1.561 -0.499 -3.447 -0.9 -0.1 1.0
O 1.418 -1.293 -0.631 -1.7 -0.5 -0.2
Os -0.574 -1.123 -0.975 1.7 0.5 0.0
H 2.536 2.698 2.088 0.2 0.1 -0.1
C 1.313 -0.883 3.621 0.4 0.5 -0.4
H -1.083 -6.150 -1.927 0.0 0.0 -0.1
C 1.337 1.105 -5.932 -0.3 0.0 -0.1
Te 0.756 1.550 0.452 0.5 1.5 2.4
H 4.342 -1.192 2.004 0.1 -0.1 0.2
H -3.300 1.689 -0.605 -0.3 0.0 0.2
H -3.156 1.580 3.768 0.2 0.0 0.1
H -4.350 2.466 2.851 -0.2 0.2 0.0
N -0.906 -2.936 -0.437 -0.8 -2.4 0.5
H -1.916 4.780 2.083 -0.1 0.1 -0.1
C -0.630 0.019 -4.314 1.7 0.5 -0.8
H -0.395 4.094 1.535 0.0 0.1 -0.1
Si 2.620 0.354 2.993 0.6 0.4 0.9
C -0.005 1.263 -6.258 0.2 0.0 0.1
Si -2.222 2.358 1.561 -0.3 0.1 0.4
H 0.621 -0.443 4.334 -0.1 0.2 0.1
H -1.547 -5.567 1.056 -0.1 0.1 0.0
H 4.299 0.317 1.119 0.1 0.2 0.0
C 3.657 1.074 4.446 -0.6 -0.6 -1.0
C -1.278 3.903 2.146 -0.4 -0.7 -0.2
H 2.095 1.545 -6.561 0.1 0.0 0.0
C -1.701 -5.345 -0.004 -0.4 -1.1 0.3
H 1.799 -1.708 4.134 0.2 -0.1 0.1
H -3.997 0.799 2.444 0.0 -0.1 -0.2
O 2.231 0.773 -1.661 0.3 -0.7 -0.6
C 0.728 -0.207 -4.021 -0.6 1.1 -1.2
H -0.958 3.826 3.182 0.0 -0.1 0.2
H -0.280 1.788 -7.159 -0.1 0.1 0.0
H 3.014 1.532 5.192 -0.1 0.1 0.1
S -1.988 0.558 -2.237 -1.0 1.2 -2.2
```
Forces are in eV/Å.

Löwdin charges, unit e, in atom order: -0.154, 0.015, -0.051, 0.018, 0.035, 0.009, 0.095, -0.025, -0.492, -0.167, 0.020, 0.014, -0.183, -0.305, 0.056, 0.134, 0.150, -0.711, 0.909, -0.505, 0.127, 0.090, 0.009, -0.049, 0.033, -0.035, -0.500, -0.241, -0.653, 1.593, 0.024, -0.173, 0.089, -0.028, 1.699, 0.045, -0.010, 0.039, 0.039, 0.005, 0.044, -0.284, 0.010, 0.514, -0.034, 0.521, 0.037, 0.147, 0.045, -0.159, -0.175, 0.124, -0.171, 0.040, 0.036, -0.520, -0.279, 0.039, 0.122, 0.035, 0.941



Record 3
Computed, not measured: a molecular structure, C17H32As3N2O4Ru in a non-equilibrium geometry, with wB97M-V/def2-TZVPD.

Values from the calculation:
net charge	+3
2S+1	1
HOMO-LUMO gap (spin up / spin down)	2.237 / 2.249	eV
DFT total energy	-214385.35351	eV
HOMO (spin up / spin down)	-16.6 / -16.6	eV
LUMO energy (spin up / spin down)	-14.38 / -14.33	eV

```
59
Properties=species:S:1:pos:R:3:forces:R:3
C 4.168 -2.900 0.395 -0.6 -0.1 -0.1
C -4.730 1.562 -2.549 -0.5 0.4 0.1
H -1.479 2.886 0.081 0.0 0.0 0.0
H -2.497 -0.469 -1.437 0.0 -0.1 -0.1
C 2.054 -2.549 -1.112 0.9 -1.0 0.8
H 0.353 0.961 4.133 -0.1 -0.1 -0.1
O 5.526 -4.604 1.141 -0.2 -0.1 -0.1
H 0.069 -2.188 1.374 0.0 0.1 0.0
H -4.926 -1.524 -1.443 0.2 0.1 -0.1
H 5.920 0.707 1.109 0.0 0.0 0.0
H -5.846 -1.373 0.090 0.1 0.1 0.0
H -0.278 -1.726 3.053 0.0 0.0 0.0
C -0.367 1.555 -3.352 0.2 -0.2 -0.1
H -2.320 2.287 -1.340 0.0 0.0 -0.1
C 4.932 0.499 1.523 0.2 -0.1 0.1
H 0.258 4.258 -1.583 -0.1 0.0 0.0
H -1.012 2.392 -3.616 0.0 0.0 0.1
H -6.620 -0.991 -1.454 0.0 0.0 -0.1
H 5.757 -2.244 1.585 0.0 0.0 0.0
C -3.668 1.107 0.601 -0.1 0.4 0.3
C 0.398 -1.574 2.211 -0.1 0.1 0.2
H -1.580 1.766 2.153 0.0 0.0 0.0
C -5.682 -0.953 -0.900 -0.6 0.2 0.2
H 2.037 0.742 3.614 0.0 0.0 0.0
H 0.536 1.603 -3.960 0.0 0.0 0.1
H -5.632 1.435 -3.149 0.0 -0.1 0.0
H -1.966 0.056 2.303 0.0 0.0 0.0
O 1.422 -1.480 -1.588 -1.0 1.6 1.1
H 1.179 2.244 3.215 0.0 0.0 0.0
H -4.482 2.621 -2.524 0.1 0.0 0.1
C -1.613 2.010 -0.557 0.1 -0.1 -0.1
H -3.923 0.978 -2.994 0.1 -0.2 0.1
H 5.049 0.431 2.605 0.0 0.0 0.0
N 3.295 -0.851 0.191 -0.3 -0.1 0.1
C 4.385 -0.757 0.955 -0.2 0.1 -0.1
As 0.121 1.725 -1.483 -0.7 0.7 -0.2
C 3.147 -2.190 -0.166 0.2 -0.1 -0.3
H -3.794 2.122 0.982 0.0 0.0 0.0
O 3.796 -5.229 -0.118 -0.1 -0.7 -0.2
H 4.275 1.330 1.275 0.0 0.0 0.0
H -1.001 -0.809 -0.579 0.0 0.0 -0.1
H 1.456 3.627 -0.435 0.0 0.0 0.0
As 0.436 0.312 1.720 -0.9 -1.2 0.4
C 4.552 -4.362 0.485 0.5 0.8 0.3
C -1.489 0.797 1.658 0.4 0.0 0.0
H 1.747 3.507 -2.178 0.0 -0.1 0.0
C 1.073 1.169 3.342 0.3 0.2 -0.3
As -5.117 0.897 -0.763 1.4 -0.9 -0.6
C -2.046 -0.514 -0.443 -0.2 0.1 0.0
H -2.538 -1.304 0.126 0.0 0.0 0.0
H -0.861 0.607 -3.555 0.0 0.0 0.1
Ru 1.549 0.101 -0.410 1.2 -0.4 -1.0
O 1.795 -3.687 -1.405 -0.1 0.4 -0.2
C 0.982 3.465 -1.403 0.1 -0.1 0.0
H 1.395 -1.893 2.514 0.0 0.1 -0.1
H 3.086 -4.867 -0.681 -0.1 0.2 0.1
H -4.014 0.426 1.383 -0.1 0.0 0.0
N 4.912 -1.980 1.085 0.1 0.0 0.0
C -2.175 0.835 0.275 0.0 -0.1 -0.2
```
Forces are in eV/Å.

Löwdin charges, unit e, in atom order: -0.025, -0.229, 0.095, 0.078, -0.515, 0.063, 0.176, 0.037, 0.061, 0.111, 0.057, 0.056, -0.230, 0.062, 0.029, 0.057, 0.052, 0.060, 0.203, -0.280, -0.240, 0.097, -0.217, 0.043, 0.054, 0.060, 0.096, -0.163, 0.046, 0.050, -0.288, 0.048, 0.104, -0.010, -0.306, 1.086, -0.135, 0.095, 0.204, 0.077, 0.031, 0.035, 1.102, -0.459, -0.286, 0.052, -0.222, 1.482, -0.069, 0.108, 0.041, 0.854, 0.162, -0.245, 0.044, 0.103, 0.091, 0.223, -0.664



Number 3 is which compound? C17H32As3N2O4Ru



The lowest DFT total energy belongs to which entry? C17H32As3N2O4Ru